Computed, not measured: 6 unconnected molecules or ions with the total composition C20H55N7O9, with wB97M-V/def2-TZVPD.

```
91
Properties=species:S:1:pos:R:3:forces:R:3:mulliken_charge:R:1
O 7.31113 -1.64312 5.77353 0.74 -0.11 -0.13 -0.30
O -7.09265 1.43779 -4.84584 -1.06 -0.66 0.53 -0.35
O 2.15976 1.12712 1.10027 0.31 0.12 0.34 -0.88
O -1.12347 -2.08358 0.49931 -0.99 -1.44 0.20 0.18
O 5.62887 -2.85615 0.61629 1.03 1.38 -0.04 -0.32
O -0.68137 3.06568 0.56857 -1.40 -0.23 0.31 0.06
O -2.36911 2.42704 -4.21480 -0.73 -0.76 -0.13 -0.43
O -0.29080 -1.41979 -2.26856 0.72 0.28 -0.26 -0.82
O 0.93932 2.40016 3.24193 0.05 0.05 0.45 -0.71
N -2.27614 0.51804 1.21152 0.60 0.43 -0.15 -0.36
N -1.97181 -2.88545 -2.55913 0.50 -0.48 0.45 -0.38
N -2.35476 -0.73905 -3.06952 0.57 0.42 -0.09 -0.17
N 1.67781 -1.06765 0.66693 -0.54 -1.32 0.25 -0.05
N -4.95358 1.38720 -2.92281 -0.80 -0.09 0.60 0.02
N 6.26292 -3.60660 3.46374 0.12 0.40 0.93 -0.35
N 0.87953 0.53281 -0.66610 -0.42 0.08 0.28 -0.07
C -7.40258 1.85241 -3.51442 0.79 1.06 -0.21 -0.46
C -3.12513 3.14815 -3.23581 -0.53 -0.45 -0.56 -0.15
C -4.61878 2.75536 -3.28941 1.06 -0.42 -0.82 -0.70
C 5.09847 -1.94972 -0.32525 -0.76 -0.44 -0.94 -0.91
C -7.48042 2.38566 -5.85172 1.51 -0.27 0.90 -0.68
C -0.67651 -3.40853 0.71939 1.50 -0.51 0.26 -1.15
C -2.29264 -1.94755 1.31355 -0.63 1.52 -0.26 -1.07
C 7.37856 -3.07455 5.70643 -0.75 0.91 -0.86 -0.39
C 6.17093 -3.56814 4.93293 -0.90 -0.50 0.60 -1.07
C -6.38218 1.29115 -2.52563 0.86 -0.79 -0.05 -1.02
C 1.57283 0.27020 0.45430 1.23 0.07 -0.34 0.63
C 6.67574 -2.22553 1.41531 -2.01 -1.38 0.76 -0.72
C -2.06582 2.98733 0.90986 -0.27 -0.97 0.18 -1.14
C 6.22609 -2.25326 2.88961 1.30 0.12 -0.30 -0.14
C 8.51221 -1.10929 6.28840 0.34 -0.12 0.93 -0.79
C -2.63435 1.68612 0.38232 -0.21 -0.86 0.42 -0.09
C -3.02976 -0.66969 0.86879 -0.18 -0.52 0.16 -0.34
C -1.02241 2.12972 -3.87019 -0.46 1.07 0.09 -0.56
C -0.11701 4.31445 0.86839 0.73 0.18 -0.68 -1.00
C -1.42841 -1.64415 -2.61438 -1.60 0.34 -0.29 0.57
H 1.63803 1.88299 2.81111 -0.23 0.11 -0.23 0.41
H -2.97835 -2.79755 1.27456 0.11 -0.18 -0.68 0.56
H -3.72561 1.67861 0.43790 -0.08 0.54 -0.19 0.43
H -1.26688 -3.57640 -2.35696 -0.50 -0.41 -0.13 0.28
H 5.82939 -1.45779 -0.97350 0.39 -0.09 0.23 0.39
H -0.96499 1.74856 -2.84673 0.21 0.02 0.08 0.04
H 7.56195 -2.85373 1.31355 0.19 0.13 -0.04 0.31
H -6.40331 1.72921 -1.52634 -0.63 0.47 -0.16 0.33
H -3.27479 -0.68934 -0.20100 0.37 -0.37 -0.24 0.05
H 5.89306 -4.55066 5.32863 0.49 -0.39 -0.41 0.41
H 0.85923 1.49598 -0.95048 -0.48 -0.13 -0.06 0.10
H 5.23501 -1.85366 3.09988 -0.05 0.17 -0.48 0.26
H 6.89611 -1.20261 1.11483 -0.14 -0.01 -0.22 0.42
H -2.35896 1.55579 -0.66762 0.04 -0.13 -0.16 0.04
H 0.41414 -0.25609 -1.10496 -0.04 0.73 -0.70 0.14
H -6.65455 0.24891 -2.34247 0.36 -0.18 -0.17 0.43
H 0.95131 -1.64612 0.27324 0.27 0.08 -0.03 -0.10
H 2.34427 -1.54227 1.24730 0.03 0.62 0.34 0.26
H 0.07448 -3.79792 0.02408 -0.21 0.75 -0.72 0.35
H -5.18060 3.47429 -2.69263 0.05 -0.11 0.24 0.54
H -0.46795 5.07425 0.16063 -0.26 0.11 0.13 0.33
H -4.79281 0.74824 -3.68928 0.03 0.30 -0.27 0.33
H 8.48740 -0.02222 6.32976 -0.43 -0.03 -0.05 0.26
H 7.18319 -4.00765 3.31251 -0.03 -0.07 -0.51 0.29
H -4.88739 2.93346 -4.33721 -0.20 0.20 -0.05 0.07
H 4.43647 -1.16812 0.05911 0.19 0.01 0.53 0.40
H 8.67709 -1.50119 7.29903 -0.14 0.21 0.24 0.32
H -8.50616 2.75110 -5.81515 -0.13 -0.33 0.11 0.28
H 0.94359 4.17088 0.65771 0.07 0.23 0.42 0.23
H -0.27980 4.64167 1.89646 0.04 -0.12 0.04 0.35
H -2.03829 -1.90676 2.37714 0.33 0.37 0.04 0.32
H 4.47422 -2.54257 -0.99775 -0.03 -0.03 0.02 0.25
H -2.68904 3.81071 0.55000 0.42 0.34 -0.36 0.45
H -2.23883 2.92449 1.98909 0.43 0.34 0.23 0.48
H 7.32771 -3.50029 6.71095 0.54 -0.04 0.09 0.48
H 0.16480 2.24868 2.69322 0.08 -0.08 -0.17 0.30
H -7.32553 2.94492 -3.52259 -0.18 0.14 0.22 0.38
H -8.40288 1.59279 -3.16207 -0.19 -0.16 -0.35 0.40
H -1.46728 -4.15980 0.71547 -0.22 0.21 0.20 0.35
H -0.08657 -3.43846 1.64294 -0.54 -0.17 0.45 0.37
H -0.61918 1.39869 -4.56779 -0.13 0.02 -0.06 0.28
H 5.30600 -3.02171 5.32194 -0.01 0.55 -0.62 0.39
H 6.95649 -1.58084 3.35469 -0.12 0.04 0.48 0.19
H -1.29730 0.29421 1.06315 0.11 0.17 0.01 0.26
H 9.45308 -1.36816 5.78913 -0.33 -0.28 -0.74 0.32
H -7.22204 1.90151 -6.78993 -0.29 0.18 -0.13 0.24
H -3.19775 4.19623 -3.53890 0.72 0.28 0.33 0.42
H -2.79709 -3.06713 -3.09883 0.20 -0.48 -0.06 0.18
H -2.64223 2.98759 -2.27397 -0.25 0.30 0.30 -0.06
H 8.26559 -3.32769 5.11833 0.36 -0.36 0.49 0.29
H -6.77962 3.20501 -5.66200 -0.33 0.52 -0.57 0.29
H -3.32866 -0.97587 -3.03122 0.01 0.17 -0.01 0.14
H -0.47458 3.07141 -3.95240 0.50 -0.20 0.18 0.33
H -4.02234 -0.66907 1.33179 0.08 0.15 0.38 0.45
H -2.10576 0.20688 -3.31412 -0.14 -0.22 0.26 0.09
```
Forces are in eV/Å.

DFT total energy = -50487.14085 eV


Computed, not measured: a molecular structure, C31H17BrIN4O3Pt, with wB97M-V/def2-TZVPD.

```
58
Properties=species:S:1:pos:R:3:forces:R:3:lowdin_spin:R:1
Pt -0.21697 0.90675 -1.51405 0.24 1.00 -0.94 0.03
I -6.23599 4.80986 3.67950 -0.52 0.09 -0.06 0.00
Br 4.54691 0.54467 8.55339 -0.36 -0.81 -0.77 0.02
O -0.94457 1.58244 0.91288 -0.66 0.95 -0.12 0.00
O -1.99560 1.94504 -1.07056 1.05 -1.07 1.27 0.00
O 1.78272 0.51900 -1.70125 -0.86 -0.54 0.13 0.25
N 3.55593 -2.27935 2.46677 1.08 -0.04 -2.73 0.18
N -2.32039 -1.40132 -10.54205 0.40 0.31 1.75 0.00
N -0.08724 -0.55941 -0.05212 -1.09 -1.94 0.15 0.08
N 2.77616 -2.35624 3.48803 -0.26 -0.69 1.74 0.41
C -0.69159 1.10431 -4.52359 1.84 1.76 4.48 0.00
C -0.74478 -2.44407 1.32008 -0.08 0.91 -0.93 0.07
C -4.99638 3.96339 0.99465 -0.03 -0.92 2.09 0.00
C -2.10553 1.13570 -6.48662 0.95 0.92 2.24 0.00
C -4.01485 3.35772 0.24750 1.53 -0.21 0.27 0.00
C 3.48626 -0.78607 -0.73359 0.34 -1.41 1.48 0.07
C 3.41339 -1.98121 4.68277 -1.49 0.12 -0.89 0.01
C -0.34428 1.36037 -3.34662 -1.30 -0.29 -3.45 0.00
C -2.03929 -1.06517 -9.45938 -0.51 -0.37 -2.20 0.00
C 1.19606 -0.91113 0.09622 0.60 -1.28 1.99 0.06
C 5.02910 -0.74598 5.98310 0.30 2.10 0.14 -0.02
C -5.08419 3.64336 2.39751 0.59 -0.40 -0.32 0.00
C 2.13758 -0.31778 -0.78107 0.84 -0.05 -0.16 0.18
C 1.59556 -1.91408 1.08893 -2.61 0.23 -2.30 0.07
C -4.26173 2.68121 3.04941 -0.54 0.83 -1.95 0.00
C 2.99033 -2.12681 1.23439 0.98 0.51 3.50 0.19
C -1.67039 -0.51780 -8.20391 -0.13 -0.42 1.28 0.00
C -1.04263 -1.38015 0.44792 0.29 1.01 0.78 -0.01
C -3.21932 2.23279 2.25575 0.09 -1.19 -0.01 0.00
C -3.06864 2.54941 0.92500 -1.34 1.33 -0.52 0.00
C -0.95867 0.65589 -5.78412 -0.66 -0.98 -2.17 0.00
C 4.10144 -0.60355 7.05101 0.41 -1.09 -1.18 0.10
C 2.91498 -1.36789 6.96446 0.65 0.22 0.67 -0.01
C 0.57968 -2.74903 1.59444 1.25 0.52 0.03 0.01
C -2.48419 0.50917 -7.63505 -0.04 0.16 -0.85 0.00
C 2.54471 -1.99144 5.78406 -0.47 0.02 1.07 0.07
C 4.69774 -1.42233 4.80036 0.44 -0.46 0.14 0.09
C 3.88406 -1.70155 0.23469 0.50 0.71 -2.17 0.14
C -0.54310 -1.04512 -7.49085 0.28 0.98 -1.36 0.00
C -0.16416 -0.38877 -6.34316 -1.68 0.58 -0.14 0.00
C -1.89017 2.00679 0.23913 0.22 -0.62 -0.80 0.00
H 4.18602 -0.41021 -1.45456 0.17 0.15 -0.23 0.00
H -1.55785 -2.93070 1.81372 -0.30 -0.57 -0.07 0.01
H 2.33377 -1.57102 7.85169 -0.33 0.54 0.06 0.00
H 4.90305 -2.07081 0.33790 -0.11 0.36 -0.16 0.01
H -2.09247 -1.09631 0.21801 0.91 -0.18 0.23 0.00
H -3.80180 3.59858 -0.80300 -0.49 -0.24 0.45 0.00
H -5.71879 4.60246 0.53731 -0.26 0.53 0.00 0.00
H 0.89665 -3.64322 2.14346 -0.39 0.58 0.12 0.00
H -2.50213 1.47618 2.54545 0.02 0.14 0.71 0.00
H 5.91572 -0.03369 6.01108 -0.88 -1.47 -0.05 0.00
H 0.16802 -1.79586 -7.94051 -1.25 0.72 0.44 0.00
H 1.52256 -2.45437 5.78436 1.31 0.31 -0.47 0.00
H -4.45828 2.22421 4.01540 0.05 0.68 0.02 0.00
H 0.68190 -0.67797 -5.79998 1.12 -0.47 0.69 0.00
H 5.39465 -1.60577 3.95050 -0.57 0.68 0.85 0.01
H -3.40450 0.89781 -8.09129 0.54 -0.57 -0.35 0.00
H -2.57447 2.03905 -5.94351 0.20 -1.73 -1.40 0.00
```
Forces are in eV/Å.

<S²> = 2.040
2S+1 = 3
charge = -1
DFT total energy = -125911.69350 eV


Which relative energy (zero: lowest compared OMol25 entry of this formula, charge and spin) belongs to each record? In order, 92.9; 171.2 kJ/mol.